The following is a DFT calculation (ωB97M-V/def2-TZVPD) of a cluster of 2 separate species, C2H3OS3 in total at a distorted geometry.

Cartesian coordinates (Å):
C: 0.89803 0.02576 -0.03742
C: -0.36000 -0.43481 -0.59730
O: 0.43283 1.38457 1.28006
S: 2.35656 0.36136 -0.72568
S: -1.92084 0.37696 -0.24967
S: 0.32446 -1.56078 0.66022
H: -0.34239 -0.82827 -1.61119
H: -2.64713 -0.73513 -0.48533
H: 1.25849 1.41032 1.76631

Computed properties:
- Charge: -1
- Energy above the lowest of the compared OMol25 structures with the same formula, charge and spin: 47.9 kcal per mole
- E: -36675.058 eV
- HOMO energy: -3.6 eV
- Frontier orbital gap: 6.8 eV
- LUMO: 3.24 eV

***

The following is a DFT calculation (ωB97M-V/def2-TZVPD) of a structure of composition C33H39FN5O10P3SV at a distorted geometry.

Cartesian coordinates (Å):
V: 0.83017 -0.16367 0.53148
N: 0.46049 -4.75291 0.16236
C: 1.20205 -3.83807 0.92662
S: 1.11815 -3.93520 2.63258
N: 2.01626 -3.10230 0.14934
N: 2.22034 -1.83855 0.51454
C: 3.45966 -1.43399 0.81342
C: 4.46982 -2.51374 1.08176
C: 4.69308 -2.93815 2.38919
C: 5.73470 -3.79288 2.66144
C: 6.53128 -4.19184 1.61496
C: 6.22510 -3.86464 0.25363
C: 5.20256 -3.00406 0.05534
C: 3.77300 -0.07192 0.98052
C: 5.02129 0.54057 1.24104
C: 5.17452 1.88861 1.39253
C: 3.94157 2.64584 1.40936
C: 2.75898 2.06076 1.10729
N: 2.63353 0.73968 0.98543
H: -0.20989 -5.17442 0.83646
H: -0.10814 -4.32951 -0.56434
H: 4.02729 -2.53623 3.17362
H: 6.05592 -4.15894 3.76576
H: 7.37789 -4.82695 1.74322
H: 6.85749 -4.28459 -0.53666
H: 5.06484 -2.68915 -1.04934
H: 5.82311 -0.08687 0.87889
H: 6.09372 2.34428 1.46913
H: 3.84526 3.75612 1.52736
H: 1.77118 2.64555 1.16112
O: -0.78142 -0.29479 4.65670
P: 0.07674 0.62074 3.62363
O: 1.02815 1.53589 4.36523
O: 0.54709 -0.30908 2.55096
O: -1.12292 1.56356 3.02627
P: -0.98211 2.57079 1.69624
O: 0.04535 3.72162 2.39894
O: -2.24191 3.18299 1.26517
O: -0.24467 1.78176 0.62240
H: -0.69518 -1.14288 4.19605
H: 0.75402 3.27577 2.89225
C: -4.03869 0.72429 3.16000
C: -4.46366 1.62582 1.98864
C: -6.00909 1.80376 2.05153
C: -6.58647 2.69185 0.92553
C: -5.99227 2.25766 -0.37120
C: -6.81396 2.45344 -1.48793
C: -6.38554 1.98665 -2.72572
F: -7.25942 2.34081 -3.73991
C: -5.25675 1.32897 -2.86383
C: -4.50029 0.96212 -1.73330
C: -3.43534 -0.05348 -1.96736
O: -3.15977 -0.41383 -3.09549
C: -2.73539 -0.44400 -0.73863
C: -3.15103 0.08619 0.44075
N: -4.08502 1.04612 0.66789
C: -4.85780 1.46743 -0.48786
C: -1.79102 -1.60397 -0.64477
O: -2.08858 -2.65551 -1.17802
O: -0.71827 -1.40606 0.03139
H: -4.67224 1.03973 4.02019
H: -2.93439 0.70718 3.23568
H: -4.32536 -0.35874 2.92662
H: -3.92399 2.54594 2.06363
H: -6.16793 2.26368 3.07758
H: -6.29379 0.77062 2.18458
H: -6.37065 3.77363 1.16485
H: -7.67066 2.54977 1.00877
H: -7.72194 3.03785 -1.53992
H: -4.98198 0.86216 -3.79531
H: -2.58480 -0.33127 1.33301
C: 0.02140 2.39777 -2.31596
C: 0.27095 0.99089 -2.85664
P: 1.24918 -0.21430 -1.97031
C: 2.97371 0.39591 -2.42038
C: 3.37963 0.86401 -3.81813
C: 1.13156 -1.92392 -2.78148
C: 0.43197 -2.02180 -4.18780
H: -0.58269 2.91362 -3.10066
H: 0.95410 2.96345 -2.23159
H: -0.40145 2.54337 -1.35441
H: 0.63430 1.21701 -3.90800
H: -0.61986 0.46377 -2.96755
H: 3.72464 -0.36428 -2.28574
H: 3.32361 1.17684 -1.72317
H: 2.59910 1.17748 -4.44706
H: 4.06226 0.08898 -4.28532
H: 3.97725 1.79727 -3.60514
H: 0.51204 -2.48813 -2.09285
H: 2.15416 -2.32042 -2.67880
H: -0.70181 -2.04086 -3.96350
H: 0.76494 -2.97714 -4.57838
H: 0.66870 -1.29755 -4.94036

Computed properties:
- Charge: -2
- 2S+1: 4
- Energy above the lowest of the compared OMol25 structures with the same formula, charge and spin: 45.8 kcal per mole
- E: -129897.175 eV
- HOMO energy (spin up / spin down): -1.6 / -2.2 eV
- <S²>: 3.76
- Frontier orbital gap (spin up / spin down): 5.7 / 6.3 eV
- LUMO (spin up / spin down): 4.16 / 4.16 eV

***

The following is a DFT calculation (ωB97M-V/def2-TZVPD) of a structure of composition C14H7ClMnN2O9.

Cartesian coordinates (Å):
Mn: -0.05964 -0.37678 0.62895
O: -1.75226 4.64075 3.38991
C: -1.41618 3.45464 2.82407
C: -0.70877 2.48259 3.53171
C: -0.39855 1.31125 2.87517
N: -0.74357 1.17316 1.60555
C: -1.51350 2.02565 0.94534
C: -1.87029 3.22201 1.52300
C: -2.02354 1.39636 -0.34670
O: -2.73962 2.02279 -1.09985
O: -1.66471 0.15118 -0.44394
C: 0.13206 0.00321 3.47481
O: 0.43615 -0.00922 4.65584
O: 0.04564 -0.96347 2.64115
H: -1.39377 4.67676 4.28389
H: -0.43814 2.59060 4.57479
H: -2.50723 3.92080 1.00125
Cl: 1.21941 -3.73563 -5.75491
C: 0.93482 -3.16806 -4.12512
C: 0.71426 -4.09118 -3.10364
C: 0.48518 -3.66055 -1.81922
C: 0.46750 -2.28723 -1.49473
O: 0.22530 -1.97509 -0.24995
C: 0.70874 -1.36669 -2.54153
C: 0.77521 0.08215 -2.35865
O: 0.72092 0.67799 -1.30315
C: 0.93109 -1.82656 -3.84634
H: 0.72573 -5.14931 -3.33129
H: 0.31366 -4.36516 -1.01739
H: 0.91231 0.65560 -3.29326
H: 1.10432 -1.10664 -4.63728
O: 3.84202 -0.13365 1.02198
N: 2.75016 -0.55518 0.74567
O: 1.78529 0.28286 1.04389

Computed properties:
- Charge: -1
- 2S+1: 5
- E: -79884.818 eV
- HOMO energy (spin up / spin down): -5.6 / -5.7 eV
- <S²>: 6.04
- Frontier orbital gap (spin up / spin down): 7.8 / 8.0 eV
- LUMO (spin up / spin down): 2.18 / 2.35 eV